# 1
C35H60Br4F3N14O13S | ωB97M-V with the def2-TZVPD basis set

Element x y z (Å)
C: -4.52866 -0.12163 -5.88193
C: -4.47894 -1.52487 -5.23811
C: -5.53725 -1.74075 -4.13954
C: -4.89998 -1.82849 -2.75239
C: -3.92738 -0.68131 -2.47592
C: -4.34228 0.44036 -1.53118
C: -3.34585 1.59746 -1.69559
C: -2.31721 1.72024 -0.56487
C: -1.22168 0.70836 -0.92800
C: 0.15254 0.64865 -0.24879
C: 0.35200 0.50250 1.29376
C: -0.45422 1.50352 2.15145
C: -0.27100 2.98936 1.74936
C: -1.29175 3.92331 2.41521
F: -2.04977 3.28164 3.33962
Br: -0.29610 5.31231 3.41294
C: -2.29104 4.69199 1.49938
F: -2.83115 5.72314 2.18179
F: -3.31349 3.90167 1.19069
Br: -1.47080 5.46242 -0.06330
C: 1.80594 1.03897 1.53652
O: 2.81143 0.13136 1.16268
C: 4.06494 0.76411 0.99164
C: 0.27565 -0.94884 1.91169
C: -1.07365 -1.71283 1.93362
Br: -2.71413 -0.90354 1.44794
C: -1.21182 -2.97951 2.32202
C: -2.50501 -3.73755 2.33681
Br: 0.21955 -4.04700 2.95444
C: 0.72015 -0.89979 3.39458
C: -0.21367 -0.70416 4.39813
C: 0.22215 -0.69067 5.70640
C: 1.57462 -0.87715 5.93709
N: 2.48123 -1.10112 4.99595
C: 2.04549 -1.11362 3.73259
O: 1.20958 -1.83232 1.27241
S: 1.24808 -1.99963 -0.30105
O: 0.07060 -2.73043 -0.68772
O: 2.48619 -2.63213 -0.59824
C: 1.04600 -0.32360 -1.08422
O: 0.35847 -0.79022 -2.29332
C: 0.60961 -0.22594 -3.41852
N: 0.75727 0.33590 -4.41612
C: 2.39229 0.38174 -1.53867
O: 3.31553 -0.35226 -1.86521
O: 2.33407 1.61952 -1.50920
H: -3.59078 0.38581 -5.66575
H: -5.32103 0.48345 -5.44358
H: -4.66398 -0.16257 -6.95865
H: -3.48946 -1.71033 -4.83750
H: -4.66131 -2.24401 -6.03447
H: -6.32958 -0.99290 -4.18932
H: -6.02991 -2.69592 -4.33327
H: -5.70231 -1.80939 -2.00956
H: -4.32040 -2.73357 -2.63867
H: -2.99447 -1.07567 -2.07347
H: -3.67690 -0.19910 -3.41761
H: -4.43877 0.07953 -0.50828
H: -5.33329 0.80157 -1.81972
H: -2.80666 1.50450 -2.63522
H: -3.89743 2.53815 -1.76247
H: -2.79450 1.60328 0.40097
H: -1.91161 2.72759 -0.64133
H: -0.99974 1.01885 -1.94682
H: -1.66216 -0.27861 -1.03545
H: 0.60198 1.60717 -0.48530
H: -1.51070 1.27597 2.21127
H: -0.08065 1.46426 3.16851
H: -0.16462 3.16661 0.68673
H: 0.67757 3.29098 2.17771
H: 1.93720 1.32105 2.58961
H: 1.95025 1.95500 0.96277
H: 4.78877 -0.01719 0.78795
H: 4.35511 1.31424 1.89207
H: 4.04570 1.43716 0.13409
H: -2.35667 -4.74868 2.69191
H: -2.97694 -3.73672 1.35864
H: -3.17175 -3.24778 3.04804
H: -1.25869 -0.56038 4.16748
H: -0.44492 -0.51842 6.53331
H: 1.93002 -0.85630 6.95921
H: 2.78455 -1.30556 2.97449
C: -0.36730 2.67810 7.68440
O: -0.94364 1.61565 7.51788
N: -0.05883 3.49939 6.63270
N: 0.01780 3.14074 8.90749
H: 0.41602 4.37521 6.73605
H: -0.32928 3.19796 5.71549
H: -0.18740 2.56987 9.70458
H: 0.49339 4.01529 9.04795
C: 6.37915 -3.54632 -2.35397
O: 6.92478 -4.62504 -2.15436
N: 5.33491 -3.08060 -1.63032
N: 6.79568 -2.70325 -3.35910
H: 4.88944 -2.19401 -1.80744
H: 4.98119 -3.65276 -0.88717
H: 7.56661 -3.00444 -3.92183
H: 6.36332 -1.81687 -3.54248
C: -0.93155 -0.09813 -7.16803
O: -1.54697 -1.06172 -6.74875
N: 0.18139 0.38587 -6.54708
N: -1.32473 0.58774 -8.29388
H: 0.69129 1.18626 -6.86550
H: 0.47974 -0.07347 -5.70352
H: -2.14658 0.26032 -8.76339
H: -0.84046 1.38767 -8.65132
C: -1.15167 -3.54109 -3.79960
O: -2.27124 -3.47029 -3.30514
N: -0.02526 -3.38848 -3.05545
N: -0.94653 -3.74614 -5.13711
H: 0.91011 -3.42694 -3.43828
H: -0.14757 -3.20638 -2.07293
H: -1.75483 -3.82410 -5.72339
H: -0.03221 -3.77231 -5.54691
C: 3.54482 -4.29841 -4.06952
O: 2.64761 -3.47491 -4.16668
N: 4.84503 -3.92800 -3.90832
N: 3.30567 -5.64393 -4.10623
H: 5.59983 -4.57941 -3.81570
H: 5.03859 -2.94437 -3.86227
H: 2.35311 -5.93890 -4.21283
H: 4.02480 -6.33533 -4.02025
C: 2.09741 6.31477 9.59534
O: 1.50232 5.51846 10.30398
N: 3.45076 6.47763 9.65739
N: 1.44847 7.10186 8.68233
H: 3.95868 7.12292 9.08384
H: 3.95019 5.90942 10.31518
H: 0.45168 7.00826 8.62081
H: 1.91384 7.76095 8.08822

Net charge = -1
E_LUMO = 1.1 eV

Atom charges from the Mulliken analysis, given in e for atoms 1 to 99: -1.21 0.55 -1.16 -1.10 1.49 -0.53 -1.64 1.04 -0.91 -0.54 1.40 -1.32 -1.45 0.12 -0.37 -0.10 0.72 -0.25 -0.20 -0.11 -3.11 -0.14 -1.13 0.87 -0.99 0.11 0.58 -1.43 -0.16 -0.23 0.20 -0.80 -0.78 -0.74 -0.38 -0.15 1.60 -1.02 -0.69 0.71 -0.39 0.69 -0.62 -0.31 -0.56 -0.69 0.07 0.39 0.28 -0.57 0.68 0.40 0.40 0.38 0.44 -0.59 -0.29 0.15 0.42 0.67 0.52 0.31 -0.53 0.77 -0.93 1.19 0.63 1.34 0.44 0.78 0.95 1.14 0.32 0.31 0.41 0.44 0.27 0.34 0.51 0.50 0.44 0.74 0.61 -0.67 -0.18 -0.27 0.10 0.17 0.19 0.10 0.27 -0.71 -0.14 -0.41 0.28 0.11 0.19 0.24 0.54

# 2
C35H60Cl2I3N5O12S2 | ωB97M-V with the def2-TZVPD basis set

Element x y z (Å)
C: 6.34942 0.68508 1.50641
C: 5.42635 -0.51493 1.28782
C: 4.13854 -0.13214 0.54312
C: 4.47114 0.81869 -0.62286
N: 3.29777 -1.24018 0.06626
C: 4.02398 -2.24004 -0.68310
C: 3.37638 -2.88687 -1.88134
N: 3.26859 -4.13252 -2.07337
C: 2.01033 -1.46401 0.68985
C: 1.36054 -2.85642 0.39720
C: 0.35080 -3.34266 1.43646
S: 0.97325 -4.61811 2.58194
C: 0.00474 -4.22095 3.95898
N: 0.30207 -4.34709 5.19863
N: -0.81159 -3.90898 5.91513
C: -1.66483 -3.54889 5.04263
O: -1.24652 -3.72406 3.77280
C: 2.15151 -1.36570 2.23238
Cl: 1.11086 -0.31774 3.10712
C: 3.01040 -2.11528 2.93641
C: 3.92808 -3.19058 2.44514
Cl: 3.12700 -1.93499 4.64733
C: 0.88213 -0.44792 0.02603
S: 1.15048 -0.41664 -1.78679
I: 1.21063 1.69968 0.49878
O: -0.36967 -0.89212 0.40888
C: -1.73034 -0.51644 0.05765
C: -2.43873 -1.84895 0.31801
O: -1.89602 -2.86669 -0.55001
C: -2.65174 -3.98991 -0.65135
C: -1.84463 -5.24615 -0.69887
O: -3.85751 -3.94986 -0.71863
C: -2.07431 -0.07564 -1.38282
C: -2.98549 -0.79867 -2.13457
C: -3.35703 -0.35898 -3.39877
N: -2.88726 0.74513 -3.96740
C: -2.02574 1.45476 -3.24349
C: -1.59778 1.09301 -1.97643
C: -2.53516 0.45485 1.02639
I: -2.26204 -0.00916 3.10191
C: -2.54611 1.98153 0.71959
C: -3.83412 2.37374 -0.02432
I: -2.43848 3.23651 2.46015
H: 6.90331 0.92028 0.60654
H: 5.81246 1.55429 1.88515
H: 7.06451 0.41388 2.28274
H: 5.14248 -0.84958 2.28289
H: 6.00182 -1.28193 0.77053
H: 3.60390 0.46499 1.27804
H: 3.70570 0.77721 -1.39201
H: 5.42118 0.55642 -1.09320
H: 4.54408 1.84834 -0.28269
H: 4.47870 -3.04458 -0.09236
H: 4.88297 -1.71953 -1.11851
H: 3.03903 -2.23837 -2.68186
H: 3.62897 -4.65272 -1.26804
H: 0.80229 -2.77447 -0.53120
H: 2.09712 -3.62429 0.19197
H: -0.14223 -2.54900 1.98074
H: -0.42788 -3.85874 0.88840
H: -2.64290 -3.13458 5.20459
H: 3.54648 -3.70969 1.57634
H: 4.93106 -2.82920 2.23930
H: 4.01956 -3.94104 3.22618
H: 0.34401 -1.44243 -2.09967
H: -2.28436 -2.15417 1.34922
H: -3.50304 -1.75037 0.13249
H: -2.42723 -6.01718 -1.19052
H: -0.93122 -5.09134 -1.27200
H: -1.56356 -5.54680 0.30855
H: -3.45343 -1.70138 -1.77879
H: -4.06665 -0.93771 -3.97511
H: -1.63417 2.35737 -3.69222
H: -0.88199 1.72732 -1.48732
H: -3.56519 0.15135 0.87129
H: -1.70912 2.33873 0.15841
H: -4.61495 2.72798 0.64340
H: -3.60460 3.18543 -0.71443
H: -4.19503 1.53647 -0.61887
C: -0.23649 6.71978 -0.87426
C: -1.35959 5.77446 -1.23064
O: -1.08394 4.47065 -0.71337
O: 1.00753 6.24868 -1.37172
H: -0.41254 7.70450 -1.30789
H: -0.18048 6.82403 0.21765
H: -1.41620 5.65650 -2.31317
H: -2.31552 6.14406 -0.85130
H: -1.16773 4.49177 0.24913
H: 0.99822 5.29052 -1.25476
C: 8.18866 -1.03464 -2.17176
C: 8.47403 -0.07047 -3.30138
O: 9.70444 0.61411 -3.06892
O: 8.14569 -0.35260 -0.92751
H: 7.22300 -1.52207 -2.31640
H: 8.96766 -1.80839 -2.13921
H: 7.70692 0.70235 -3.33345
H: 8.49282 -0.59126 -4.26343
H: 10.42677 -0.01175 -3.18308
H: 8.84178 0.31629 -0.96300
C: -5.30183 6.85253 0.33898
C: -6.11978 5.64976 -0.07905
O: -6.30634 4.75918 1.02114
O: -4.04972 6.44323 0.86454
H: -5.11025 7.49837 -0.51876
H: -5.84639 7.43245 1.09674
H: -5.57605 5.07628 -0.82953
H: -7.08233 5.95884 -0.49817
H: -6.90889 5.17017 1.64929
H: -4.23242 5.65945 1.40060
C: -6.45486 -1.60822 -0.79372
C: -7.53509 -1.69635 0.25810
O: -8.21092 -0.44428 0.38754
O: -5.53227 -0.57132 -0.47312
H: -5.89459 -2.54063 -0.85782
H: -6.90604 -1.39835 -1.77315
H: -7.09022 -1.89284 1.23285
H: -8.24075 -2.49840 0.02288
H: -8.74209 -0.30414 -0.40287
H: -6.05621 0.15305 -0.10485

E_LUMO = -0.1 eV

Atom charges from the Mulliken analysis, given in e for atoms 1 to 99: -1.75 0.32 0.27 -1.37 1.28 -0.10 -0.53 -0.82 1.47 -2.22 0.32 -0.44 0.67 -0.35 -0.51 -0.11 -0.12 -0.09 -0.08 0.75 -1.81 -0.15 -1.79 -0.21 -0.03 0.62 1.27 -2.42 0.10 0.66 -1.40 -0.50 0.57 -0.12 -1.02 -0.66 -0.78 0.75 -0.81 0.12 0.55 -0.40 -0.03 0.30 0.34 0.50 -0.01 0.20 0.46 0.25 0.08 0.45 0.20 -0.02 0.59 0.31 0.33 1.57 -0.17 0.09 0.49 0.39 0.23 0.58 0.08 0.41 0.65 0.44 0.31 0.25 0.26 0.49 0.49 -0.18 0.75 -0.49 0.53 0.02 -0.33 -0.42 -0.20 -0.25 -0.55 0.38 0.24 0.29 0.04 0.06 0.35 -0.19 -0.55 -0.55 -0.44 0.06 0.38 0.29 0.36 0.33 0.33

# 3
C35H60F3IN5O19S4 | ωB97M-V with the def2-TZVPD basis set

Element x y z (Å)
C: 6.19665 -2.58512 -2.02630
C: 4.73281 -2.56901 -2.83545
O: 4.75717 -2.02115 -4.04971
O: 3.61155 -3.21092 -2.15339
C: 2.32565 -2.53759 -2.36571
C: 1.70242 -1.87561 -0.96529
C: 1.73007 -3.15900 0.03777
C: 0.42501 -3.31124 1.03479
C: -0.30814 -4.80702 0.92093
I: -2.07131 -4.80408 -0.38396
C: 0.21893 -1.36056 -1.54297
N: -0.26339 -0.12316 -0.79725
C: -0.77550 0.95612 -1.72599
C: -2.43799 0.97981 -1.55577
C: -2.95997 2.11497 -0.49050
C: -3.77203 3.32631 -1.28728
N: -3.05516 4.65872 -1.17622
C: -1.66205 4.62200 -1.76719
N: -1.37356 4.28474 -3.09302
N: -0.48322 5.02756 -0.87694
C: 0.92809 0.20820 0.12693
C: 0.90580 1.63824 0.92062
O: 1.46315 1.54722 2.31141
C: 0.39332 1.66849 3.31278
F: 1.06596 1.49314 4.65445
F: -0.62973 0.58052 3.24629
F: -0.22091 3.04328 3.37854
C: 2.33363 -0.41051 -0.46182
C: 2.89960 0.42187 -1.75426
N: 3.03573 1.91339 -1.57342
C: 3.60804 -0.66236 0.52990
C: 4.37274 0.66289 1.08679
C: 5.80920 0.90654 0.26456
C: 6.32972 2.41923 0.68479
C: 7.90384 2.65533 1.19895
C: 8.39728 4.17147 1.66443
C: 7.41096 5.50440 1.65112
C: 5.87765 5.28489 1.09321
C: 5.39903 3.78529 0.64025
H: 7.02280 -1.95343 -2.56221
H: 6.09407 -2.34030 -0.88724
H: 6.54503 -3.72582 -2.07979
H: 2.28438 -1.80660 -3.28192
H: 1.54930 -3.40279 -2.64594
H: 1.72520 -4.15763 -0.61873
H: 2.67930 -3.26018 0.72160
H: 0.83766 -3.27008 2.15442
H: -0.35800 -2.44740 0.95412
H: 0.54850 -5.55047 0.57582
H: -0.56325 -5.13319 2.04050
H: -0.64265 -2.13676 -1.26097
H: 0.15537 -1.37877 -2.71496
H: -0.96043 -0.50787 -0.09079
H: -0.28755 2.01017 -1.58179
H: -0.59532 0.66279 -2.86605
H: -2.77955 -0.11463 -1.22716
H: -2.87110 1.14763 -2.63444
H: -2.09543 2.61223 0.13416
H: -3.72373 1.59048 0.23249
H: -4.82477 3.46380 -0.77147
H: -3.97251 3.01661 -2.40245
H: -2.96035 4.86471 -0.15512
H: -2.30030 4.04536 -3.55120
H: -0.68500 5.97917 -0.45734
H: -0.30045 4.31868 -0.13221
H: 0.70465 -0.54767 1.02413
H: 1.35482 2.54945 0.34389
H: -0.24694 1.90271 1.08769
H: 3.96593 0.01954 -2.11007
H: 2.16252 0.27960 -2.68292
H: 2.13239 2.41924 -1.70310
H: 3.75852 2.32802 -2.22575
H: 4.34179 -1.39914 -0.00506
H: 3.18492 -1.25124 1.47748
H: 3.69312 1.60557 0.96128
H: 4.61731 0.52724 2.22252
H: 6.59918 0.13935 0.72577
H: 5.68875 0.75268 -0.89879
H: 8.70052 1.78180 1.25259
H: 9.50038 4.31875 2.03599
H: 7.77092 6.58162 2.01850
H: 5.07500 6.14703 1.02508
H: 4.28600 3.63710 0.25252
C: -3.58608 -3.54410 5.20796
C: -2.77022 -3.07290 4.00710
O: -2.24330 -4.26248 3.42398
S: -3.30437 -5.47986 3.65319
O: -4.09880 -5.61799 2.45280
O: -2.60579 -6.58550 4.26632
O: -4.22027 -4.75101 4.78800
H: -2.93706 -3.77830 6.05795
H: -4.33343 -2.80719 5.51406
H: -1.96366 -2.39328 4.29233
H: -3.40950 -2.58648 3.26275
C: -8.05558 0.72841 -1.74895
C: -7.60115 1.68936 -2.84430
O: -6.19320 1.49268 -2.95276
S: -5.84773 -0.06408 -2.60986
O: -5.72802 -0.78511 -3.85763
O: -4.83087 -0.09128 -1.58436
O: -7.27859 -0.45384 -1.93264
H: -7.83412 1.13054 -0.75507
H: -9.12214 0.49830 -1.81807
H: -7.82767 2.73105 -2.60481
H: -8.05339 1.43106 -3.80767
C: -1.10795 -7.86839 -3.32716
C: -0.82316 -8.01838 -4.81918
O: -0.07011 -6.86076 -5.17359
S: 0.83804 -6.40802 -3.89660
O: 2.16899 -6.94397 -4.07678
O: 0.58144 -5.01271 -3.62517
O: 0.07724 -7.30498 -2.76764
H: -1.93272 -7.17020 -3.15159
H: -1.33584 -8.82631 -2.85206
H: -1.73779 -8.08032 -5.41364
H: -0.20170 -8.89855 -5.01522
C: -2.32896 5.68510 5.28216
C: -2.55959 4.74766 4.09990
O: -3.83895 5.10663 3.58304
S: -4.07368 6.70439 3.81217
O: -3.73390 7.39083 2.58560
O: -5.33386 6.88796 4.49381
O: -2.86579 6.94434 4.88051
H: -2.87874 5.34690 6.16641
H: -1.26870 5.78411 5.52977
H: -2.54371 3.69535 4.39346
H: -1.81766 4.91674 3.31232

Energy relative to the best compared isomer or geometry (same formula, charge and spin) = 471.8 kcal/mol
Net charge = +1
E_LUMO = -2.7 eV

Atom charges from the Mulliken analysis, given in e for atoms 1 to 99: -0.85 0.66 -0.56 -0.31 -1.39 1.62 -0.75 -0.03 -1.00 -0.08 -1.23 0.92 -0.09 -0.76 0.63 -0.73 -0.24 0.21 -0.55 -0.50 -0.77 -0.19 -0.43 0.88 -0.26 -0.20 -0.21 1.80 -1.23 -0.12 -0.34 -0.23 -0.10 0.20 -0.44 -0.36 -0.38 -0.36 -0.10 0.30 0.20 0.35 0.48 0.40 0.33 0.34 0.30 -0.05 0.52 0.41 -0.33 0.40 0.91 -0.23 0.41 0.28 0.48 -0.55 0.51 0.18 0.22 0.28 0.32 0.33 0.20 -0.28 0.03 -0.13 0.26 0.09 0.16 0.35 -0.49 0.39 -0.35 0.46 0.37 0.09 0.23 0.28 0.27 0.29 0.04 -0.42 -0.29 -0.18 1.05 -0.51 -0.54 -0.30 0.31 0.31 0.28 0.27 -0.31 -0.37 -0.28 1.05 -0.62

no.,E_HOMO (eV),calculated total energy (a.u.)
1,-6.13,-14108.3473
2,-8.29,-5155.9479
3,-10.03,-5261.9523